1.
Molecular formula: C3H5ClO2
Method: DFT, the ωB97M-V functional and the def2-TZVPD basis

The HOMO energy (alpha / beta) comes out at -7.986 / -7.668 eV. As for the total energy: -727.858355 hartree. The relative energy (zero: lowest compared OMol25 entry of this formula, charge and spin) is 366.4 kJ/mol. Its molar mass is 108.52 g mol⁻¹. As for the spin multiplicity: 1. The HOMO-LUMO gap (alpha / beta) comes out at 8.092 / 7.262 eV.

Last column: Mulliken charge in e.
Geometry (Å):
Cl1 -3.06286 0.93731 0.50129  -0.17
O1 -0.55471 -1.06916 -1.36687  -0.43
O2 -2.52982 2.45435 -1.58100  -0.42
C1 -0.04379 0.05487 -0.93124  -0.03
C2 -2.17071 1.54266 -0.87223  0.23
C3 0.46142 0.35681 0.45271  -1.02
H1 1.41734 0.12833 0.50807  0.43
H2 0.37525 1.45632 0.56233  0.30
H3 -0.11306 -0.04512 1.28923  0.33
H4 0.53762 0.50614 -1.62168  0.40
H5 -1.20266 -1.46711 -0.73666  0.39

---

2.
Molecular formula: C21H37F2NO8P2Si
Method: DFT, the ωB97M-V functional and the def2-TZVPD basis

The HOMO energy comes out at -9.214 eV. As for the total energy: -2651.126274 hartree. The relative energy (zero: lowest compared OMol25 entry of this formula, charge and spin) is 0.0 kJ/mol. Its molar mass is 559.56 g mol⁻¹. As for the spin multiplicity: 1. The HOMO-LUMO gap comes out at 9.195 eV.

Last column: Mulliken charge in e.
Geometry (Å):
P1 3.98597 -1.88204 1.11623  0.86
P2 3.12963 -4.40050 0.17793  0.84
Si1 -2.11008 -1.06724 1.76225  0.21
F1 2.23162 0.37702 1.54915  -0.34
F2 0.86398 -0.29763 0.00631  -0.32
O1 3.91578 -5.76868 -0.04465  -0.49
O2 5.01274 -0.96957 0.63445  -0.74
O3 -3.10955 5.95317 -4.84757  -0.39
O4 1.45550 3.11184 -2.76276  -0.37
O5 3.83085 -1.84589 2.68538  -0.24
O6 2.73724 -3.94163 -1.29614  -0.52
O7 4.31197 -3.38279 0.63884  -0.35
O8 2.56495 -1.58607 0.45022  0.03
N1 1.94326 -4.47138 1.15661  -0.42
C1 -5.48078 -4.26192 1.40249  -0.40
C2 -3.50152 -2.32986 1.60216  0.39
C3 1.80941 4.24755 -1.95833  -0.22
C4 -4.62594 -4.27212 2.48866  -0.67
C5 -0.50748 -2.04067 1.52855  -0.96
C6 -3.00344 6.17170 -3.44079  -0.49
C7 -2.15637 -0.17016 3.41186  -1.31
C8 0.76308 -1.39068 2.10944  -0.27
C9 2.26995 3.69869 -0.61148  -0.73
C10 -1.88871 5.25859 -2.94457  -0.41
C11 4.61747 -2.74498 3.42592  -0.26
C12 -1.98072 5.20405 -5.30612  -0.51
C13 -0.97356 5.19735 -4.16476  -0.28
C14 2.87124 2.35685 -1.01438  -0.08
C15 -2.27437 0.13267 0.32608  -1.19
C16 -5.36116 -3.30014 0.41675  -0.59
C17 1.62527 -0.72910 1.04368  0.64
C18 1.93455 1.92200 -2.12232  -0.20
C19 -3.63584 -3.30455 2.59061  -0.26
C20 -4.37134 -2.32880 0.51639  -0.18
C21 4.14821 -3.91215 3.89028  -0.63
H1 -2.75526 7.22567 -3.27152  0.26
H2 1.40588 3.54289 0.03953  0.31
H3 -3.24817 0.62086 0.28778  0.39
H4 1.07517 1.38044 -1.71893  0.11
H5 -4.26572 -1.58269 -0.26069  0.30
H6 1.36864 -2.19915 2.51770  -0.10
H7 -1.39799 -0.51206 4.11696  0.39
H8 2.96939 4.35534 -0.09674  0.39
H9 -6.01169 -3.30045 -0.44834  0.38
H10 1.86759 -5.41680 1.51599  0.21
H11 -0.65972 -2.97964 2.06878  0.63
H12 -1.59089 5.66093 -6.21634  0.28
H13 -2.28336 4.26380 -2.72578  0.20
H14 2.42491 1.29039 -2.86508  0.24
H15 -1.50499 0.90585 0.36572  0.31
H16 4.73002 -4.80562 3.68874  0.25
H17 3.70810 -6.11034 -0.92448  0.34
H18 3.22286 -3.98676 4.44911  0.28
H19 -2.31496 4.18828 -5.54387  0.27
H20 2.61407 4.78944 -2.46682  0.26
H21 -1.40269 5.63602 -2.04565  0.35
H22 -1.91877 0.87863 3.20896  0.35
H23 2.92318 1.63558 -0.20647  -0.12
H24 -3.96594 5.96428 -2.97136  0.29
H25 3.88150 2.50363 -1.40304  0.33
H26 -2.95472 -3.33244 3.43446  0.34
H27 -3.14682 -0.18577 3.86389  0.41
H28 -0.37553 -2.33830 0.48875  0.43
H29 -4.70120 -5.03312 3.25480  0.38
H30 3.12736 -3.09800 -1.56018  0.36
H31 5.61764 -2.37801 3.63534  0.46
H32 -0.35115 6.09492 -4.20921  0.23
H33 -2.09055 -0.43911 -0.58606  0.32
H34 0.94688 4.90931 -1.87067  0.09
H35 -6.24628 -5.02015 1.29757  0.36
H36 0.57931 -0.68912 2.92083  0.34
H37 -0.31797 4.32833 -4.18007  0.22

---

3.
Molecular formula: C11H17IO
Method: DFT, the ωB97M-V functional and the def2-TZVPD basis

The HOMO energy comes out at -9.051 eV. As for the total energy: -802.085751 hartree. The relative energy (zero: lowest compared OMol25 entry of this formula, charge and spin) is 224.4 kJ/mol. Its molar mass is 292.16 g mol⁻¹. As for the spin multiplicity: 1. The HOMO-LUMO gap comes out at 9.462 eV.

Last column: Mulliken charge in e.
Geometry (Å):
I1 -1.71459 -4.32255 0.04242  0.12
O1 0.71069 -0.50498 2.41155  -0.52
C1 0.05216 -1.14809 1.27645  -0.08
C2 0.45402 2.17597 -0.69323  -0.59
C3 0.79685 1.01511 0.19668  -0.87
C4 2.34234 -2.39973 0.71737  -0.95
C5 0.49748 -3.53443 -1.83904  -0.74
C6 -0.30782 -0.03703 0.23592  0.42
C7 -0.04260 -3.39760 -0.64860  -0.21
C8 1.04260 -2.09114 0.65585  0.08
C9 -2.02986 1.75629 -0.16585  -0.72
C10 -0.93131 2.81019 -0.36438  -0.66
C11 -1.62130 0.60348 0.82340  -1.18
H1 -0.11034 -3.99820 -2.56346  0.33
H2 -2.38084 -0.25476 0.75766  0.35
H3 -2.98750 2.08760 0.26121  0.39
H4 1.37008 -3.03507 -2.09469  0.32
H5 -0.70144 -1.77228 1.72158  0.46
H6 -1.55647 0.80105 1.85724  0.43
H7 -0.45477 -0.52339 -0.72022  0.49
H8 1.34316 2.83749 -0.54410  0.35
H9 -0.89105 3.20295 0.65593  0.28
H10 3.06905 -1.88660 1.33585  0.28
H11 -1.03936 3.62547 -1.08111  0.36
H12 3.02104 -3.19571 0.21797  0.26
H13 1.49846 -1.02191 2.57344  0.31
H14 0.65493 1.76013 -1.76794  0.29
H15 -2.06883 1.24030 -1.13275  0.35
H16 1.84065 0.57701 -0.12606  0.27
H17 1.01497 1.33575 1.21897  0.38

---

4.
Molecular formula: C5H4Cl2S
Method: DFT, the ωB97M-V functional and the def2-TZVPD basis

The HOMO energy comes out at -8.342 eV. As for the total energy: -1511.473227 hartree. The relative energy (zero: lowest compared OMol25 entry of this formula, charge and spin) is 1.5 kJ/mol. Its molar mass is 167.06 g mol⁻¹. As for the spin multiplicity: 1. As for the structure (SMILES): ClC1=CSCC(Cl)=C1. The HOMO-LUMO gap comes out at 8.502 eV.

Last column: Mulliken charge in e.
Geometry (Å):
Cl1 -2.57654 -1.44932 -0.24115  -0.20
Cl2 2.79346 -1.37330 -0.05039  -0.21
S1 -0.00384 1.92983 -0.35577  -0.11
C1 1.41370 0.90882 -0.22074  -0.51
C2 -1.09368 -0.56770 -0.06097  0.26
C3 -1.21168 0.84199 0.44020  -0.72
C4 1.33679 -0.43047 -0.17666  0.38
C5 0.09085 -1.16883 -0.28906  -0.35
H1 -1.10313 0.86706 1.54122  0.32
H2 -2.17429 1.25595 0.22647  0.42
H3 0.15506 -2.21890 -0.60447  0.34
H4 2.37332 1.40487 -0.20868  0.38